# 1
C39H39N2O2P3Pd as an isolated structure, computed with ωB97M-V with the def2-TZVPD basis set.

Structure (XYZ):
```
86
Properties=species:S:1:pos:R:3
Pd -0.73203 -0.06780 -0.31013
C 1.26272 2.45051 -2.28938
P 1.91113 0.74505 -2.20435
C 2.69362 0.24938 -3.72077
C 1.96539 -0.37337 -4.73601
C 2.61340 -0.72764 -5.91048
C 3.96490 -0.46308 -6.07286
C 4.68871 0.16030 -5.06087
C 4.06266 0.51249 -3.88097
C 3.09173 0.64110 -0.87426
C 3.79491 -0.56792 -0.75199
C 4.75229 -0.71289 0.23509
C 5.01185 0.33893 1.10795
C 4.29873 1.52714 1.00940
C 3.33055 1.67954 0.03105
C 0.53529 2.90629 -1.06734
C 0.66070 4.20958 -0.44952
C -0.14987 4.19720 0.63955
C -0.76649 2.89841 0.65997
C -1.76750 2.35260 1.60639
P -1.34954 0.58854 1.98394
C -2.74431 -0.04587 2.93709
C -2.58050 -1.30052 3.53063
C -3.61646 -1.87233 4.24886
C -4.82610 -1.19964 4.37830
C -4.99370 0.04604 3.79427
C -3.95689 0.62662 3.07371
C 0.01597 0.67247 3.16258
C -0.20985 1.14071 4.45888
C 0.82668 1.17387 5.37472
C 2.09015 0.72348 5.00709
C 2.31934 0.25704 3.72215
C 1.28543 0.23654 2.79474
N -0.33129 2.14296 -0.37931
H 0.59343 2.45071 -3.15594
H 2.08769 3.13195 -2.50991
H 0.90566 -0.56029 -4.62673
H 2.05390 -1.21147 -6.69945
H 4.46139 -0.74352 -6.99228
H 5.74137 0.36998 -5.19344
H 4.63002 0.98728 -3.08999
H 3.61456 -1.37239 -1.45602
H 5.31030 -1.63618 0.31347
H 5.77747 0.23136 1.86531
H 4.50410 2.34230 1.69040
H 2.79390 2.61740 -0.03635
H 1.27418 5.01812 -0.81574
H -0.33430 4.99265 1.34361
H -2.73993 2.33052 1.09861
H -1.86328 2.96889 2.50006
H -1.63106 -1.82032 3.44883
H -3.48001 -2.83895 4.71504
H -5.63368 -1.64457 4.94369
H -5.92931 0.57743 3.90698
H -4.10722 1.60689 2.63971
H -1.20223 1.46017 4.75679
H 0.64981 1.53598 6.37840
H 2.89497 0.73161 5.73006
H 3.30070 -0.09957 3.44226
H 1.47245 -0.12102 1.78582
O -1.28316 -0.62083 -4.43059
C -1.33645 -0.29780 -3.26488
O -0.34813 0.06270 -2.50496
C -2.68270 -0.32169 -2.55226
C -3.84296 -0.46476 -3.29433
C -5.06126 -0.48012 -2.63173
C -5.07758 -0.37028 -1.25083
C -3.87663 -0.24441 -0.57587
N -2.70682 -0.20980 -1.21632
H -3.76279 -0.56195 -4.36715
H -5.98347 -0.58300 -3.18782
H -6.00282 -0.38840 -0.69228
H -3.84780 -0.18575 0.50517
C 0.02134 -3.13287 -1.77787
P -0.53600 -2.44106 -0.19562
C 0.59573 -3.12965 1.05901
C -2.12654 -3.24661 0.13353
H 0.03222 -4.22358 -1.76102
H 1.02648 -2.76674 -1.99312
H -0.63613 -2.79774 -2.58017
H 0.21623 -4.07841 1.43921
H 0.71564 -2.43980 1.89358
H 1.57455 -3.30538 0.61220
H -1.99926 -4.32784 0.19582
H -2.83033 -3.01826 -0.66717
H -2.53784 -2.87668 1.07419
```

2S+1	5
⟨S²⟩	6.03
relative energy (zero: lowest compared OMol25 entry of this formula, charge and spin)	0.00	kcal/mol
total charge	+2



# 2
Cl3O3P as an isolated structure, computed with ωB97M-V with the def2-TZVPD basis set.

Structure (XYZ):
```
7
Properties=species:S:1:pos:R:3
O -1.09205 0.94689 -0.76084
O -0.21941 -1.21461 0.38374
O 1.43513 0.48469 -0.23232
P -0.11740 0.38272 0.15301
Cl -1.78417 -1.85715 0.35845
Cl 1.78030 0.09319 -1.84763
Cl -0.00240 1.16426 1.94558
```

2S+1	1
relative energy (zero: lowest compared OMol25 entry of this formula, charge and spin)	0.00	kcal/mol
total charge	0



# 3
C24H16Br2CoN2O5S as an isolated structure, computed with ωB97M-V with the def2-TZVPD basis set.

Structure (XYZ):
```
51
Properties=species:S:1:pos:R:3
Co 1.34282 -0.51073 -0.24681
Br -0.30139 1.49087 -2.84637
C -1.27073 0.20969 -1.85745
C -2.58215 -0.05550 -2.21916
C -3.30144 -0.95306 -1.44783
C -2.70062 -1.53398 -0.34366
C -1.38339 -1.21310 -0.06980
N -0.67096 -0.36428 -0.82902
C -0.65463 -1.78582 1.14588
O -1.28946 -2.40227 1.97805
O 0.58499 -1.44167 1.22721
H -3.01595 0.43658 -3.07650
H -4.32538 -1.18689 -1.70837
H -3.20819 -2.22392 0.31306
O 2.12629 0.84541 0.98855
S 1.46004 0.96255 2.35853
C 2.14743 2.48392 2.99142
C 2.89315 3.31894 2.17302
C 3.39746 4.49479 2.70477
C 3.15614 4.82211 4.03211
C 2.42078 3.97044 4.84207
C 1.91719 2.78653 4.32459
C -0.20280 1.51188 2.00558
C -0.42700 2.42022 0.98081
C -1.72996 2.77702 0.68054
C -2.78503 2.22820 1.39899
C -2.54538 1.31518 2.41525
C -1.24283 0.94492 2.72254
H 3.08918 3.03234 1.14918
H 3.98536 5.15583 2.08217
H 3.55348 5.74146 4.44019
H 2.24787 4.22093 5.87983
H 1.35421 2.10534 4.95021
H 0.40313 2.81036 0.40592
H -1.92231 3.47536 -0.12351
H -3.80216 2.50634 1.15617
H -3.37005 0.87046 2.95525
H -1.04361 0.19413 3.47539
Br 5.01684 1.50869 -6.29663
C 3.99167 0.08792 -5.58579
C 3.71908 -1.02221 -6.37364
N 3.00506 -2.05354 -5.94162
C 2.54020 -2.00678 -4.69889
C 2.76416 -0.93442 -3.84121
C 3.50893 0.14505 -4.29361
C 2.19266 -0.93793 -2.46716
O 1.50795 -1.89490 -2.04632
O 2.40044 0.08473 -1.72877
H 4.09289 -1.07460 -7.38925
H 1.96003 -2.85351 -4.35515
H 3.69217 0.99057 -3.64525
```

2S+1	2
⟨S²⟩	1.02
relative energy (zero: lowest compared OMol25 entry of this formula, charge and spin)	0.00	kcal/mol
total charge	0



# 4
CH9O15S2Tl as an isolated structure, computed with ωB97M-V with the def2-TZVPD basis set.

Structure (XYZ):
```
28
Properties=species:S:1:pos:R:3
Tl -12.38696 -3.46357 -29.13130
S -14.94247 -5.88953 -28.19300
O -16.24941 -5.71601 -28.76126
O -14.51168 -4.72417 -27.45706
O -15.02024 -7.06374 -27.33413
O -13.99796 -6.01080 -29.28163
S -16.00383 -2.19116 -30.70719
O -15.85621 -0.76166 -30.43693
O -17.26135 -2.60488 -30.10347
O -16.08420 -2.37321 -32.15975
O -14.94488 -2.95893 -30.14343
O -16.05773 -2.69794 -26.90964
C -15.34268 -1.62109 -27.21734
O -14.15616 -1.71277 -27.47975
O -15.86066 -0.49796 -27.26430
H -15.47081 -3.41721 -27.15416
O -9.62000 -3.42019 -28.17395
H -8.93283 -4.08651 -28.16625
H -9.22096 -2.65903 -27.75252
O -10.29035 -3.05768 -31.18335
H -10.31258 -2.27206 -31.72973
H -9.82936 -3.70669 -31.71487
O -11.62600 -5.56671 -27.21603
H -11.98927 -6.45108 -27.26250
H -11.37977 -5.45636 -26.29765
O -12.95544 -4.33648 -31.90682
H -13.53404 -3.85663 -32.49942
H -12.78952 -5.16669 -32.35342
```

2S+1	1
calculated total energy	-58255.41274	eV
total charge	-2



# 5
An isolated molecule of C6H6, computed with ωB97M-V with the def2-TZVPD basis set.

Structure (XYZ):
```
12
Properties=species:S:1:pos:R:3
C 2.97787 0.15739 0.45162
C 1.78665 0.09180 0.61484
C 0.32823 0.01783 0.73896
C -0.32621 -0.14074 -0.64731
C -1.78901 -0.08724 -0.59204
C -2.98986 -0.00563 -0.55188
H 4.03479 0.21635 0.31129
H -0.05246 0.92496 1.22157
H 0.04722 -0.82451 1.38128
H 0.03407 0.65903 -1.30395
H 0.00287 -1.08558 -1.09422
H -4.05417 0.07635 -0.53016
```

2S+1	1
structure (SMILES)	C#CCCC#C
relative energy (zero: lowest compared OMol25 entry of this formula, charge and spin)	85.28	kcal/mol
total charge	0



# 6
An isolated molecule of C3H4O, computed with ωB97M-V with the def2-TZVPD basis set.

Structure (XYZ):
```
8
Properties=species:S:1:pos:R:3
C 0.14751 0.18628 -0.28721
C -0.06041 -0.84986 -1.25857
C -0.18826 -0.03604 0.98867
O -0.37494 -1.90523 -0.81258
H 0.68994 1.21139 -0.52949
H 0.24117 -0.90510 -2.30804
H 0.09362 0.53129 1.97421
H -0.82772 -0.88921 1.34204
```

2S+1	1
structure (SMILES)	C=CC=O
relative energy (zero: lowest compared OMol25 entry of this formula, charge and spin)	21.72	kcal/mol
total charge	0



# 7
An isolated molecule of C2H4N4O, computed with ωB97M-V with the def2-TZVPD basis set.

Structure (XYZ):
```
11
Properties=species:S:1:pos:R:3
N 2.13419 0.11680 0.50203
C 1.27524 0.20834 -0.52395
N 0.35943 -0.61070 -1.17910
N -0.93477 -0.53705 -0.62663
C -1.24286 0.10192 0.49119
O -2.57954 -0.01195 0.64074
N 0.91451 0.83577 -1.54810
H 1.89569 -0.52973 1.23760
H 2.61702 0.95868 0.77919
H -1.62219 -0.99773 -1.21612
H -2.81672 0.46564 1.44315
```

2S+1	1
relative energy (zero: lowest compared OMol25 entry of this formula, charge and spin)	112.57	kcal/mol
total charge	0



# 8
C31H42Cl2NO3P3Tc as an isolated structure, computed with ωB97M-V with the def2-TZVPD basis set.

Structure (XYZ):
```
83
Properties=species:S:1:pos:R:3
P 0.73170 -1.62387 -1.85766
C 0.85527 -1.74833 -3.71057
C 2.04554 -1.57892 -4.44757
H 2.95134 -1.21662 -3.96824
C 2.09253 -1.91108 -5.81047
H 3.03395 -1.81817 -6.36049
C 0.93602 -2.35573 -6.46219
H 0.96957 -2.61305 -7.52203
C -0.27772 -2.43718 -5.76198
H -1.19394 -2.75184 -6.28224
C -0.31901 -2.11961 -4.40315
H -1.26450 -2.18492 -3.85469
C 2.44130 -1.00535 -1.50372
C 2.64859 0.38705 -1.62173
H 1.78396 1.04043 -1.78482
C 3.93133 0.92072 -1.56387
H 4.06777 2.00650 -1.66975
C 5.03454 0.08327 -1.37353
H 6.03733 0.50645 -1.34015
C 4.84020 -1.29286 -1.20637
H 5.69734 -1.94847 -1.04010
C 3.55257 -1.83107 -1.25105
H 3.42684 -2.90711 -1.11786
C 1.01332 -3.42398 -1.48761
C 1.47200 -4.37813 -2.41473
H 1.55914 -4.13001 -3.47563
C 1.85495 -5.65923 -2.00523
H 2.24397 -6.38025 -2.73785
C 1.73767 -6.02068 -0.65884
H 2.04452 -7.01699 -0.32668
C 1.20059 -5.11593 0.27021
H 1.07927 -5.40808 1.32268
C 0.81954 -3.83228 -0.14598
H 0.37762 -3.13326 0.56687
Tc -2.29106 1.36174 0.82847
C -1.09389 1.71115 2.47086
C 0.23669 1.41121 2.50119
H -1.54427 2.18827 3.34605
C 0.79745 0.74108 1.28323
O 1.27940 -0.56633 1.69043
H 1.75088 -0.99134 0.93580
C -0.31225 0.63704 0.28819
H 1.64787 1.33432 0.88282
C -0.86284 0.02753 -0.67300
Cl -3.73353 2.75729 2.13381
Cl -3.84624 1.07455 -1.01100
P -1.95632 3.38377 -0.21783
C -3.42756 4.45928 -0.46889
H -3.76374 4.85096 0.49576
H -4.23252 3.86166 -0.90669
H -3.16633 5.28099 -1.14589
C -0.84156 4.51247 0.68615
H 0.11898 4.01390 0.85619
H -1.29393 4.75455 1.65411
H -0.68427 5.42737 0.10169
C -1.27686 3.37907 -1.91179
H -1.95664 2.82354 -2.56650
H -0.29233 2.90079 -1.91933
H -1.18717 4.41740 -2.25689
P 1.15753 1.63915 4.04957
C 0.34904 2.90704 5.01402
C 2.82026 2.13083 3.63210
H -0.66449 2.59260 5.28426
H 0.28652 3.83933 4.44133
H 0.91598 3.09248 5.93452
H 3.23027 1.44863 2.88001
H 3.44457 2.10172 4.53312
H 2.81732 3.15126 3.23276
C 1.13716 0.07592 4.91553
H 0.21147 -0.01664 5.49400
H 1.99562 0.00934 5.59273
H 1.18208 -0.72634 4.17109
H -1.20237 -0.36937 -1.64781
N -6.51679 -0.73293 2.59203
C -5.38635 0.18174 2.33374
C -4.34841 -0.71648 1.67768
O -4.75538 -1.81323 1.27709
O -3.11717 -0.31763 1.62494
H -6.70813 -1.27618 1.74324
H -7.34988 -0.24506 2.91340
H -6.24117 -1.39735 3.32621
H -5.71319 0.96590 1.64876
H -5.03753 0.62158 3.26578
```

2S+1	4
⟨S²⟩	3.79
calculated total energy	-95557.14987	eV
total charge	+2



Short version: maximum force = 0.3, 0.9, 0.5, 3.5, 0.5, 4.9, 0.5, 3.3 eV/Å, in the order given.